{"formula": "C10H30O5", "method": "ωB97M-V/def2-TZVPD", "species": ["C", "C", "O", "H", "H", "H", "H", "H", "H", "C", "C", "O", "H", "H", "H", "H", "H", "H", "C", "C", "O", "H", "H", "H", "H", "H", "H", "C", "C", "O", "H", "H", "H", "H", "H", "H", "C", "C", "O", "H", "H", "H", "H", "H", "H"], "xyz": [[0.67925, 2.46628, -0.91563], [1.04942, 3.16172, -2.20209], [1.88283, 2.30640, -2.99891], [1.50627, 2.19927, -0.25879], [0.12986, 1.55339, -1.14784], [0.01269, 3.11149, -0.33979], [1.52154, 4.13256, -2.01495], [0.13840, 3.38784, -2.77001], [2.11925, 2.79853, -3.79071], [4.18029, -0.95067, -0.80451], [3.41899, -0.81582, -2.10412], [2.06821, -0.40042, -1.90510], [4.21489, -0.00196, -0.26818], [5.19927, -1.27126, -1.03671], [3.77207, -1.71013, -0.13563], [3.37646, -1.77483, -2.62581], [3.94881, -0.09090, -2.72688], [1.91471, 0.47627, -2.28619], [-5.07659, -2.13626, 0.58133], [-6.45102, -2.01189, -0.09554], [-7.49093, -1.83919, 0.84451], [-5.13054, -2.81586, 1.43320], [-4.76106, -1.17212, 0.98911], [-4.31881, -2.49877, -0.11194], [-6.61340, -2.94022, -0.64460], [-6.38914, -1.19105, -0.81446], [-7.62239, -0.89705, 0.97908], [2.75041, 1.36713, 2.99605], [1.26977, 1.63113, 3.13379], [0.53296, 0.41638, 3.12204], [3.34081, 2.28675, 3.00275], [2.98430, 0.83564, 2.07053], [3.06740, 0.70626, 3.80495], [0.88833, 2.30019, 2.34580], [1.01088, 2.15734, 4.05503], [0.80159, -0.08271, 2.33184], [-1.24645, -1.29540, -0.36564], [-0.11165, -1.76798, 0.52129], [0.93122, -0.79060, 0.58492], [-1.69395, -0.39101, 0.04776], [-2.04641, -2.03615, -0.45563], [-0.91222, -1.10688, -1.38814], [0.33454, -2.69890, 0.15518], [-0.49463, -1.93244, 1.52839], [1.31379, -0.67410, -0.31974]], "forces_ev_per_a": [[-0.36, -0.07, 0.02], [-0.23, 0.24, -0.08], [0.01, 0.24, 0.26], [0.23, 0.08, -0.23], [-0.02, -0.06, 0.11], [-0.02, -0.02, -0.04], [0.29, -0.19, 0.03], [-0.02, -0.10, 0.09], [0.08, -0.20, -0.05], [0.17, -0.25, 0.13], [-0.04, 0.05, 0.00], [-0.16, 0.00, 0.11], [0.03, 0.01, -0.02], [0.04, 0.14, 0.04], [-0.22, 0.08, -0.07], [0.15, 0.05, -0.05], [-0.15, -0.05, -0.17], [0.22, 0.01, -0.09], [-0.37, 0.28, 0.34], [1.25, -0.31, 0.09], [-0.20, 0.11, -0.12], [-0.06, -0.14, -0.13], [0.08, -0.01, -0.12], [-0.01, 0.05, -0.06], [-0.40, 0.07, 0.00], [-0.30, -0.01, -0.08], [-0.01, -0.04, 0.08], [0.25, -0.04, 0.07], [-0.61, -0.01, -0.41], [0.06, 0.04, 0.19], [-0.03, -0.03, 0.13], [-0.19, 0.06, -0.10], [0.10, 0.17, 0.08], [0.25, -0.12, -0.15], [0.22, -0.24, 0.19], [-0.06, 0.24, -0.05], [-0.30, -0.17, -0.23], [0.29, 0.18, -0.43], [-0.06, -0.07, -0.16], [0.08, 0.08, -0.05], [0.12, -0.08, 0.19], [0.15, 0.14, 0.06], [-0.27, -0.12, 0.04], [0.23, 0.03, 0.10], [-0.19, -0.03, 0.54]], "mulliken_charge": [-0.760, -0.309, -0.537, 0.184, 0.063, 0.441, 0.336, 0.303, 0.286, -1.093, -0.175, -0.481, 0.217, 0.407, 0.272, 0.253, 0.329, 0.192, -0.785, -0.378, -0.518, 0.322, 0.279, 0.199, 0.294, 0.270, 0.310, -0.739, -0.029, -0.561, 0.346, -0.035, 0.321, 0.053, 0.321, 0.366, -0.819, -0.201, -0.412, 0.274, 0.160, 0.270, 0.267, 0.357, 0.141], "homo_ha": -0.3483, "homo_lumo_gap_ha": 0.3658}

---

{"formula": "C10H30OP2ReSSi", "method": "ωB97M-V/def2-TZVPD", "species": ["Re", "Si", "P", "P", "H", "C", "H", "H", "H", "C", "H", "H", "H", "C", "H", "H", "H", "C", "H", "H", "H", "C", "H", "H", "H", "C", "H", "H", "H", "C", "H", "H", "H", "H", "H", "C", "O", "C", "H", "H", "H", "C", "H", "H", "H", "S"], "xyz": [[0.52475, -0.73515, -0.11772], [2.56441, 0.56807, 0.43773], [0.53380, 0.35110, -2.24303], [-0.03784, -0.61689, 2.11752], [-0.46326, -2.78349, 0.31783], [-0.97087, 0.11162, -3.25348], [-0.76713, 0.35256, -4.30690], [-1.76637, 0.76121, -2.87369], [-1.31084, -0.91692, -3.18422], [1.85449, -0.35239, -3.32451], [1.82095, 0.10808, -4.33389], [1.71856, -1.43703, -3.41367], [2.83247, -0.15973, -2.85285], [0.82174, 2.15349, -2.47806], [0.99870, 2.38011, -3.55303], [1.70712, 2.47191, -1.90087], [-0.03189, 2.73384, -2.11346], [-1.74045, -1.14305, 2.55269], [-1.79395, -1.42055, 3.61732], [-1.99326, -2.00405, 1.93536], [-2.44936, -0.33369, 2.34276], [0.99768, -1.82513, 3.04644], [0.60741, -1.92835, 4.07944], [2.04502, -1.47882, 3.07948], [0.94396, -2.79777, 2.54269], [0.08380, 0.88624, 3.17285], [-0.05492, 0.61321, 4.23939], [-0.68281, 1.62014, 2.88643], [1.07573, 1.35424, 3.05145], [3.95025, -0.64589, 0.42909], [4.11045, -1.12939, -0.52665], [3.86561, -1.44164, 1.15974], [4.83911, -0.08356, 0.66243], [2.93411, 1.55183, -0.51031], [2.61400, 1.16581, 1.71967], [0.21045, -3.14036, -0.68230], [1.32040, -2.28198, -0.89073], [-0.70913, -3.34916, -1.90199], [-0.63863, -4.39055, -2.25465], [-0.49792, -2.78425, -2.78401], [-1.85036, -3.19006, -1.66982], [0.80413, -4.43888, -0.16444], [0.00751, -5.10043, 0.18886], [1.50906, -4.07448, 0.66758], [1.42750, -4.85975, -1.01835], [-0.69148, 1.04483, 0.13580]], "forces_ev_per_a": [[0.08, 2.10, 0.94], [-1.32, -2.25, -0.52], [1.53, 0.56, -1.49], [1.07, -0.09, 2.16], [1.06, -0.09, -2.10], [-0.11, 0.16, -0.06], [0.00, -0.02, 0.28], [0.17, -0.11, -0.01], [-0.07, -0.05, -0.03], [-0.13, 0.28, -0.52], [0.14, -0.26, 0.49], [0.07, 0.24, 0.09], [-0.36, -0.07, -0.19], [0.30, 0.24, -0.03], [-0.17, -0.27, 0.63], [-0.39, -0.21, -0.30], [0.13, -0.20, -0.11], [0.06, -0.07, -0.08], [0.07, 0.10, -0.35], [-0.20, -0.08, 0.08], [0.24, -0.18, -0.04], [-0.41, 0.07, 0.98], [0.38, -0.11, -0.34], [-0.44, -0.14, -0.10], [0.09, 0.20, 0.12], [0.28, 0.22, 0.17], [0.05, -0.01, -0.60], [0.27, -0.32, 0.05], [-0.49, -0.22, 0.07], [0.58, -0.36, -0.02], [-0.09, -0.05, -0.32], [-0.17, -0.12, 0.24], [0.66, 0.15, 0.13], [0.32, 1.16, -0.91], [-0.02, 0.78, 1.27], [-0.35, -0.18, 1.05], [-0.16, -2.67, -1.43], [-2.35, -0.85, 0.76], [0.01, 0.15, 0.28], [0.48, 0.80, -0.22], [2.15, -0.18, -0.26], [1.36, 0.65, 0.15], [0.44, -0.22, -0.03], [-0.98, -1.11, -1.05], [-0.79, 0.19, 1.21], [-2.97, 2.43, -0.07]], "mulliken_spin": [2.006, -0.035, 0.084, 0.065, -0.006, 0.022, 0.002, 0.001, -0.005, 0.011, 0.001, -0.002, -0.001, 0.011, 0.000, -0.002, -0.009, 0.023, -0.001, -0.003, -0.004, 0.001, -0.001, -0.005, -0.002, 0.019, 0.000, -0.009, -0.003, 0.005, -0.001, -0.002, -0.001, 0.002, 0.004, 0.088, 0.078, -0.013, 0.003, -0.001, 0.005, 0.010, 0.000, 0.002, -0.001, 0.664], "homo_ha": [-0.2272, -0.2557], "homo_lumo_gap_ha": [0.2507, 0.2177], "s2": 3.78, "spin_multiplicity": 4}

---

{"formula": "C10H31GaNO9P3", "method": "ωB97M-V/def2-TZVPD", "species": ["C", "C", "O", "P", "O", "C", "C", "Ga", "P", "O", "O", "P", "O", "O", "O", "O", "C", "C", "H", "H", "H", "H", "H", "H", "H", "H", "H", "H", "H", "H", "H", "H", "H", "H", "H", "H", "H", "C", "C", "C", "O", "C", "N", "H", "H", "H", "H", "H", "H", "H", "H", "H", "H", "H", "H"], "xyz": [[-2.25767, -1.93632, 3.30702], [-2.06682, -3.33323, 3.89910], [-1.53449, -4.30219, 2.98103], [0.04614, -4.28269, 2.68044], [0.69291, -5.29055, 3.50415], [0.23660, -4.66748, 0.92861], [-0.81799, -3.97689, 0.03273], [-0.13633, -2.83007, -1.47334], [2.15404, -2.58515, -1.85438], [3.15185, -3.51479, -0.87454], [2.62516, -0.97222, -1.80479], [-0.99951, -0.62288, -1.09106], [-2.19945, -0.71019, -0.25504], [-1.36630, 0.11014, -2.53616], [0.10889, 0.45946, -0.46022], [0.70899, -2.84765, 3.02516], [0.81789, -1.90099, 1.95946], [1.85519, -0.87187, 2.36629], [-3.24198, -1.56866, 3.54759], [-2.11428, -1.95132, 2.23796], [-1.49738, -1.28431, 3.71560], [-1.49898, -3.31939, 4.82234], [-3.05222, -3.70060, 4.14511], [0.14204, -5.74023, 0.89238], [1.26395, -4.42080, 0.68270], [-1.48951, -3.37808, 0.63134], [-1.45040, -4.74179, -0.39081], [-0.81714, -3.30115, -2.83583], [3.24540, -3.10658, 0.00237], [2.29044, -0.53914, -1.00372], [-0.80482, -0.34853, -3.18594], [0.19025, 0.32475, 0.49663], [1.15624, -2.34364, 1.02790], [-0.11738, -1.38017, 1.79534], [1.65722, -0.47816, 3.35113], [1.85373, -0.07505, 1.62722], [2.83632, -1.31859, 2.30486], [-0.38525, 4.13657, -0.67405], [0.72570, 4.08774, -1.71044], [1.04507, 5.43448, -2.35832], [0.03997, 5.78369, -3.28905], [-0.95472, 6.70147, -2.82493], [0.28805, 3.18310, -2.82352], [-1.35699, 4.33782, -1.12690], [-0.45939, 3.18421, -0.14730], [-0.18147, 4.91255, 0.06105], [1.62269, 3.65167, -1.27279], [1.97429, 5.34384, -2.92898], [1.19899, 6.20709, -1.60514], [-0.55968, 7.36429, -2.05489], [-1.82424, 6.16688, -2.43869], [-1.27097, 7.29993, -3.67575], [-0.16440, 2.32958, -2.48188], [1.06341, 2.91833, -3.43310], [-0.37167, 3.70374, -3.41394]], "forces_ev_per_a": [[0.78, -0.46, 0.35], [-0.86, -0.05, -0.19], [0.48, 1.36, -0.30], [0.24, -1.70, 0.14], [0.77, -0.64, 0.89], [-0.86, 1.14, 0.27], [0.59, 0.11, -0.11], [-0.45, -0.30, 0.45], [0.77, -0.85, -2.14], [-0.18, 1.24, 0.66], [-0.16, -0.14, 1.03], [0.16, -1.28, -0.48], [-0.70, 0.66, 0.81], [0.98, 0.55, 0.15], [0.04, 0.55, -0.20], [-0.80, 0.12, -1.00], [0.64, 0.91, 0.61], [-0.09, -0.34, -0.54], [-0.25, 0.27, -0.02], [-0.32, 0.00, -0.43], [0.06, 0.44, 0.11], [0.32, -0.02, 0.09], [-0.19, -0.40, 0.12], [0.06, -0.41, 0.08], [0.25, -0.10, -0.13], [-0.23, 0.26, 0.16], [-0.21, -0.21, -0.29], [0.23, 0.29, -0.08], [0.01, -0.46, -0.04], [-0.01, 0.11, -0.25], [-0.36, 0.07, -0.01], [-0.23, 0.03, -0.22], [-0.23, -0.35, -0.17], [-0.50, -0.21, -0.10], [0.03, 0.15, 0.27], [0.01, 0.36, -0.01], [0.40, -0.08, 0.36], [-0.06, -0.21, 0.06], [-0.22, 0.22, 0.42], [0.18, -0.22, -0.45], [-0.02, 0.20, 0.21], [-0.14, -0.09, -0.14], [0.04, -0.16, -0.32], [0.02, 0.08, -0.03], [-0.01, -0.02, -0.05], [0.04, 0.04, -0.02], [0.04, -0.01, -0.05], [0.00, 0.04, 0.00], [-0.08, -0.04, 0.11], [0.06, -0.02, 0.02], [0.01, 0.04, 0.09], [0.04, -0.01, -0.04], [-0.08, -0.35, 0.13], [0.04, -0.13, 0.11], [-0.05, 0.06, 0.12]], "mulliken_charge": [-0.590, -0.352, -0.366, 0.874, -0.813, -0.588, -0.631, 0.389, 0.044, -0.473, -0.467, 0.564, -0.694, -0.551, -0.375, -0.461, 1.565, -1.488, 0.416, -0.036, 0.179, 0.329, 0.372, 0.330, 0.198, 0.154, 0.682, -0.382, 0.312, 0.342, 0.300, 0.172, -0.623, -0.281, 0.379, 0.259, 0.375, -1.296, 0.282, -0.743, -0.418, -0.644, -0.164, 0.378, 0.267, 0.372, 0.345, 0.382, 0.440, 0.311, 0.273, 0.242, 0.118, 0.384, 0.405], "homo_ha": -0.2305, "homo_lumo_gap_ha": 0.1974}

---

{"formula": "C10H31N7O6", "method": "ωB97M-V/def2-TZVPD", "species": ["C", "O", "C", "C", "N", "C", "C", "O", "C", "H", "H", "H", "H", "H", "H", "H", "H", "H", "H", "H", "H", "H", "H", "H", "N", "C", "N", "O", "H", "H", "H", "H", "N", "C", "N", "O", "H", "H", "H", "H", "N", "C", "N", "O", "H", "H", "H", "H", "C", "O", "H", "H", "H", "H"], "xyz": [[-2.89164, -6.29575, -2.54721], [-1.80571, -5.42921, -2.25307], [-0.59334, -6.06353, -1.93219], [0.31869, -4.88367, -1.43356], [0.35605, -3.76286, -2.31383], [1.06504, -2.66489, -1.75320], [0.28361, -2.06653, -0.59352], [-0.26012, -0.77874, -0.99165], [-1.20822, -0.19308, -0.12769], [-3.63745, -5.59406, -2.92072], [-3.22949, -6.84008, -1.66536], [-2.52096, -6.94944, -3.33675], [-0.21300, -6.56684, -2.82108], [-0.71745, -6.75926, -1.10234], [1.29990, -5.32387, -1.61117], [0.11895, -4.65875, -0.38589], [-0.51367, -3.35576, -2.62678], [1.24303, -1.97355, -2.57688], [2.09949, -2.96945, -1.59424], [0.91860, -2.11075, 0.29131], [-0.48804, -2.71656, -0.18107], [-0.72073, 0.34367, 0.68616], [-1.74196, -0.89685, 0.51100], [-1.94177, 0.48971, -0.55641], [-1.94550, 3.60676, 1.22246], [-2.82053, 3.15892, 2.03436], [-3.97803, 3.82873, 1.90442], [-2.60648, 2.40985, 2.96972], [-1.00190, 3.39038, 1.51039], [-2.12600, 4.08839, 0.35324], [-4.19377, 4.45405, 1.14118], [-4.77665, 3.37796, 2.32762], [1.41475, 3.08524, 1.58222], [2.22985, 2.13693, 1.35099], [1.99273, 1.51457, 0.23825], [3.16218, 1.80709, 2.12853], [0.90668, 3.39004, 0.76425], [1.42619, 3.53264, 2.48765], [1.16767, 1.57564, -0.34109], [2.58060, 0.70998, 0.07347], [1.20061, 5.74809, -1.96285], [0.60898, 4.60723, -2.08735], [-0.19980, 4.50909, -3.09133], [0.61230, 3.79969, -1.11812], [1.79384, 5.87136, -1.15479], [0.76540, 6.59693, -2.29477], [-0.82116, 3.71420, -3.13773], [-0.27428, 5.26049, -3.76212], [3.38443, 0.28468, 5.43409], [2.53665, -0.09656, 4.35786], [4.43313, 0.01118, 5.31782], [3.39561, 1.36662, 5.56595], [3.11710, -0.24442, 6.34880], [2.79557, 0.52437, 3.67302]], "forces_ev_per_a": [[1.04, 0.98, -0.35], [-0.59, 0.04, 0.46], [-0.13, 2.08, 0.57], [0.05, -2.26, -1.51], [-0.50, 0.08, -1.38], [0.37, 0.31, -0.72], [0.44, 0.84, 0.71], [0.14, -0.66, -0.11], [0.35, -0.22, 1.96], [-0.36, -0.54, -0.02], [-0.08, -0.13, -0.02], [-0.57, -0.47, -0.12], [0.33, -0.08, -0.03], [0.01, -0.31, 0.03], [0.50, -0.01, 1.07], [-0.04, -0.08, 0.16], [-0.58, -0.84, 0.16], [-0.53, 0.67, 0.22], [-0.01, -0.16, 1.02], [0.50, 1.39, 0.31], [-0.72, -0.15, -0.90], [0.48, 0.60, -0.12], [-0.41, -0.70, -0.57], [0.34, -0.26, -0.76], [4.88, 0.88, -3.06], [-2.34, -0.08, 3.04], [-3.23, 0.12, 0.13], [0.11, -0.73, -0.01], [0.06, -0.05, -0.66], [0.14, -0.16, 0.43], [0.26, -0.27, 0.12], [0.06, 0.21, -0.01], [-3.09, 3.85, 1.31], [3.73, -2.44, 2.54], [0.50, -3.03, -3.40], [-0.72, 0.12, -0.46], [-0.20, 0.72, 0.34], [-0.01, 0.14, -0.46], [0.12, 0.34, 0.30], [-0.13, 0.18, -0.06], [2.78, 4.11, 0.37], [-1.46, -2.49, 4.78], [-2.11, -0.84, -3.03], [0.34, -0.20, -1.64], [-0.20, -0.14, -0.10], [0.26, -0.23, -0.21], [0.18, 0.24, -0.10], [-0.01, -0.48, -0.04], [0.24, -0.26, 0.23], [0.60, 0.06, 0.76], [0.23, -0.19, -0.60], [-0.30, 0.08, 0.30], [-0.55, 0.25, -0.01], [-0.19, 0.15, -0.88]], "mulliken_charge": [-0.751, -0.265, -0.621, -0.484, -0.352, -0.935, -0.376, -0.346, -0.849, 0.221, 0.270, 0.312, 0.391, 0.353, 0.282, 0.360, 0.259, 0.395, 0.381, 0.398, 0.344, 0.334, 0.358, 0.281, -0.163, 0.666, -0.441, -0.655, 0.197, 0.121, 0.164, 0.247, -0.183, 0.490, -0.193, -0.869, 0.199, 0.168, 0.142, 0.192, -0.451, 0.484, -0.396, -0.579, 0.241, 0.201, 0.234, 0.177, -0.593, -0.460, 0.260, 0.231, 0.247, 0.361], "homo_ha": -0.3100, "homo_lumo_gap_ha": 0.3069}

---

| no. | F_max (eV/A) |
| --- | --- |
| 1 | 1.287 |
| 2 | 3.837 |
| 3 | 2.428 |
| 4 | 5.829 |